Entry from the OMol25 dataset: C17H11IrN6O5S2 as an isolated structure at a distorted geometry (ωB97M-V with the def2-TZVPD basis set).

```
42
Properties=species:S:1:pos:R:3:forces:R:3
Ir -0.30340 0.88809 -0.29591 0.314 0.130 0.009
O 0.56292 1.81874 1.74276 -0.124 -0.223 -0.854
N 0.66507 0.92776 2.84200 2.312 0.135 0.682
N 0.23970 -0.33111 2.51459 -1.496 0.799 -1.913
O -0.51044 -0.49737 1.45393 0.370 -0.128 1.101
C 0.60510 -1.35416 3.34776 0.371 -1.084 0.825
C 1.10427 -1.04961 4.62205 -0.157 0.072 -0.201
C 1.46007 -2.07764 5.46729 -0.030 -0.138 -0.025
C 1.33761 -3.39903 5.05671 0.034 0.076 0.005
C 0.85786 -3.69365 3.78768 0.021 -0.041 0.131
C 0.48350 -2.68388 2.92684 -0.113 0.344 -0.122
H 1.17150 -0.02283 4.94241 0.041 0.078 0.038
H 1.82009 -1.84810 6.45849 0.051 0.021 0.059
H 1.61885 -4.19463 5.72819 0.026 -0.108 0.050
H 0.77620 -4.72241 3.47316 -0.027 -0.080 -0.066
H 0.11009 -2.89726 1.93721 -0.044 0.016 -0.058
O -2.41408 1.00580 -3.91513 0.006 -0.287 0.050
S -0.98574 0.99239 -3.87343 -0.260 0.250 -0.377
O -0.29595 2.20275 -4.19453 0.212 -0.147 0.068
N -0.45154 0.41055 -2.38387 -0.215 0.243 -0.451
C 0.24292 -0.70226 -2.52844 0.432 -0.121 0.777
S 1.03689 -1.29186 -1.17332 -0.069 0.172 0.263
C 0.30387 -1.25354 -3.87312 -0.108 -0.143 -0.731
C 0.88560 -2.43983 -4.30549 -0.099 0.263 0.142
C 0.88727 -2.70850 -5.66524 0.055 -0.058 0.063
C 0.33354 -1.81759 -6.57312 -0.103 0.175 0.141
C -0.28523 -0.65153 -6.13402 -0.116 0.176 -0.199
C -0.29930 -0.39724 -4.78581 0.045 0.043 0.758
H 1.32143 -3.12728 -3.59595 0.070 0.000 0.064
H 1.33519 -3.62085 -6.02512 0.070 -0.100 -0.039
H 0.38520 -2.02885 -7.62915 -0.060 -0.038 -0.115
H -0.73895 0.04224 -6.82077 -0.054 0.076 -0.200
N -1.87943 5.00716 0.46624 0.046 -0.143 -0.305
C -1.18552 3.90577 0.81370 -0.294 0.417 1.161
O -0.80926 3.10737 -0.07332 0.194 -0.637 -0.850
C -0.94278 3.71162 2.22515 0.566 -0.245 -1.002
C -1.54785 4.51590 3.19232 -0.080 0.210 0.199
N -2.06719 5.21396 3.94509 -0.203 0.258 0.234
C -0.24668 2.56789 2.60295 -0.590 -0.737 0.558
N -0.17393 1.75780 3.63031 -1.029 0.469 0.050
H -2.13253 5.12861 -0.50051 0.002 -0.024 0.087
H -2.27497 5.60658 1.16939 0.033 0.060 -0.002
```
Positions in Å, forces in eV/Å.

Its total charge is 0. Its energy above the lowest of the compared OMol25 structures with the same formula, charge and spin is 48.2 kcal per mole. The HOMO-LUMO gap (alpha / beta) comes out at 7.2 / 6.0 eV. Its spin multiplicity is 5. The LUMO energy (alpha / beta) comes out at -1.0 / -2.2 eV. The expectation value of S² is 6.03.

Entry from the OMol25 dataset: a 8-piece molecular cluster, C25H21Cl16F3O overall at a distorted geometry (ωB97M-V with the def2-TZVPD basis set).

```
66
Properties=species:S:1:pos:R:3:forces:R:3
Cl -43.01001 4.72101 -18.60729 -0.217 0.332 -0.490
C -42.90657 5.65212 -20.12649 0.955 0.457 0.227
Cl -42.83360 7.40815 -19.79090 -0.065 -0.380 0.192
Cl -41.35271 5.21801 -20.91677 -0.487 -0.069 0.002
Cl -44.24498 5.36398 -21.19909 -0.195 -0.338 -0.003
Cl -32.02860 11.12403 -23.06227 1.153 0.092 -0.203
C -33.70374 11.14525 -22.73403 -1.180 0.786 0.382
Cl -34.17983 9.68338 -21.91008 -0.039 -0.417 -0.020
Cl -34.11884 12.55157 -21.65493 0.312 -0.441 -0.395
Cl -34.61435 11.33312 -24.24944 -0.001 -0.056 0.132
Cl -33.41991 7.90368 -16.31391 0.120 0.006 0.516
C -34.60672 8.27271 -17.54709 0.246 -0.060 -0.146
Cl -34.56692 6.90341 -18.69314 -0.366 0.514 -0.029
Cl -36.21830 8.45919 -16.82122 0.349 -0.079 -0.304
Cl -34.10351 9.78935 -18.33809 -0.343 -0.353 -0.002
Cl -38.53338 5.21515 -18.86238 -0.049 0.116 0.274
C -37.83250 3.60643 -18.93992 0.049 -0.239 -0.039
Cl -37.82951 3.10848 -20.64958 -0.156 -0.213 0.346
Cl -36.16960 3.64055 -18.36026 0.137 0.048 0.034
Cl -38.74242 2.46938 -17.90017 0.075 0.335 -0.554
F -42.09173 11.81024 -22.74294 0.066 -0.365 0.081
C -41.96639 13.10811 -22.44995 -0.140 0.850 0.679
C -43.08854 13.86428 -22.15620 -0.182 1.005 -0.075
C -42.94547 15.25014 -21.96402 -0.148 -0.485 0.874
C -41.71676 15.86332 -21.97948 0.881 -0.186 -0.738
C -40.60930 15.08494 -22.33555 -0.059 -0.103 0.546
C -40.70884 13.70583 -22.42559 -0.125 0.068 -1.475
H -44.10667 13.51596 -22.05561 0.192 -0.669 -0.275
H -43.81250 15.83178 -21.67602 -0.103 -0.086 -0.146
H -41.58595 16.91805 -21.78186 -0.170 0.056 -0.142
H -39.63831 15.50126 -22.57549 -0.011 0.268 0.395
H -39.82321 13.18307 -22.76424 -0.110 -0.349 0.233
F -35.90491 17.63512 -23.79300 0.006 0.408 -0.248
C -36.57940 16.66133 -24.42042 -0.070 -1.152 0.055
C -36.32082 15.35726 -24.03477 -0.237 -0.266 0.307
C -37.07324 14.32718 -24.57475 -0.752 0.254 0.200
C -38.09091 14.59915 -25.49561 0.478 0.076 0.100
C -38.31534 15.91139 -25.90109 0.245 -0.406 0.057
C -37.54430 16.93867 -25.37161 0.306 0.778 0.324
H -35.65242 15.09846 -23.22348 0.241 0.358 -0.097
H -36.96821 13.36312 -24.09457 0.096 -0.221 -0.446
H -38.70085 13.80469 -25.90314 -0.047 -0.028 0.080
H -39.10071 16.08843 -26.62207 0.034 0.287 -0.012
H -37.64915 17.99152 -25.60745 -0.358 -0.112 -0.274
F -37.17380 12.17418 -22.00082 0.163 0.240 -0.174
C -37.61072 10.92973 -21.75799 -1.121 -0.608 0.999
C -37.11567 10.22467 -20.67811 0.327 -0.469 0.096
C -37.57373 8.92141 -20.43903 -0.462 0.867 0.247
C -38.60103 8.42734 -21.20154 -1.023 -0.477 -1.057
C -39.13971 9.15251 -22.27074 0.699 0.303 0.329
C -38.67954 10.43629 -22.50281 1.178 -0.038 -1.045
H -36.34686 10.62034 -20.03079 0.043 0.258 -0.138
H -37.22828 8.36128 -19.58345 0.249 -0.020 -0.003
H -39.06465 7.46136 -21.06097 0.372 -0.263 0.388
H -39.82385 8.68938 -22.96754 -0.284 0.073 0.207
H -38.90109 10.96448 -23.42462 -0.488 0.119 0.196
C -39.52531 10.66651 -26.70378 0.737 -0.185 0.686
C -40.12288 10.39715 -28.05296 -0.126 0.081 -0.194
C -39.21339 10.21788 -29.26107 -0.467 -0.235 0.876
O -41.31759 10.27479 -28.15839 -0.281 0.010 -0.149
H -40.30573 10.69538 -25.94739 -0.058 0.118 -0.061
H -38.88731 11.55113 -26.62744 -0.297 0.256 -0.376
H -38.81037 9.88390 -26.42283 -0.200 -0.266 -0.176
H -39.51262 9.26918 -29.70588 0.231 -0.045 -0.082
H -38.18844 10.18986 -28.90022 0.201 0.107 -0.532
H -39.42851 10.99320 -29.99223 0.274 0.152 0.041
```
Positions in Å, forces in eV/Å.

Its total charge is 0. Its SMILES is ClC(Cl)(Cl)Cl.ClC(Cl)(Cl)Cl.ClC(Cl)(Cl)Cl.ClC(Cl)(Cl)Cl.Fc1ccccc1.Fc1ccccc1.Fc1ccccc1.CC(C)=O. The HOMO-LUMO gap comes out at 9.2 eV. Its spin multiplicity is 1. The LUMO energy comes out at 0.0 eV.

Entry from the OMol25 dataset: a 2-piece molecular cluster, C3H6N4O overall at a distorted geometry (ωB97M-V with the def2-TZVPD basis set).

```
14
Properties=species:S:1:pos:R:3:forces:R:3
C -2.13085 0.48648 0.41358 2.943 0.335 -2.949
C 0.25711 1.17459 -0.27834 -0.162 -1.974 1.511
C 2.02184 -0.37468 -0.20744 3.201 -0.328 3.369
H -1.66313 -1.29131 -0.66574 2.178 -0.253 0.784
H -2.48937 1.60846 0.53359 1.034 -2.547 0.050
H -3.66027 -0.26597 0.50569 -5.318 0.440 1.096
H -0.31946 2.07824 -0.19386 0.860 1.058 -0.019
H 1.22365 -1.43131 -0.82670 3.107 3.631 2.053
H 3.39138 -1.49490 0.64226 -0.139 1.802 0.073
N -0.82425 0.20141 -0.20546 0.267 6.478 1.877
N -2.80799 -0.59648 0.33824 2.722 0.341 -0.031
N 1.55604 1.03262 -0.17941 -3.061 -2.209 -1.656
N 3.17495 -0.43870 0.63697 -5.333 -2.674 -4.571
O -0.63283 -1.03918 -0.46180 -2.297 -4.101 -1.586
```
Positions in Å, forces in eV/Å.

Its total charge is 0. Its energy above the lowest of the compared OMol25 structures with the same formula, charge and spin is 174.6 kcal per mole. The HOMO-LUMO gap comes out at 8.8 eV. Its spin multiplicity is 1. The LUMO energy comes out at 0.1 eV.

Entry from the OMol25 dataset: a 2-piece molecular cluster, CH6OS2 overall at a distorted geometry (ωB97M-V with the def2-TZVPD basis set).

```
10
Properties=species:S:1:pos:R:3:forces:R:3
C 1.65327 -2.46416 1.38462 0.339 -2.337 -1.611
O 2.97177 -2.44666 0.90701 0.249 0.775 -1.196
H 1.11324 -2.59930 0.44897 -0.807 0.629 0.290
H 1.47299 -3.40113 1.91973 -0.172 0.277 0.470
H 1.43564 -1.59993 1.93196 -0.723 1.242 0.822
H 3.55158 -2.80775 1.53754 1.108 -0.575 1.221
S -1.00802 2.13854 -1.17640 -0.443 1.062 -0.435
S -1.50314 0.45555 -0.17195 0.496 -0.504 0.758
H 0.29116 2.39552 -0.95187 0.162 -0.592 0.183
H -1.37988 0.86531 1.12338 -0.208 0.023 -0.501
```
Positions in Å, forces in eV/Å.

Its total charge is 0. Its SMILES is CO.SS. Its energy above the lowest of the compared OMol25 structures with the same formula, charge and spin is 22.0 kcal per mole. The HOMO-LUMO gap comes out at 9.6 eV. Its spin multiplicity is 1. The LUMO energy comes out at 0.4 eV.